23
Properties=species:S:1:pos:R:3:mulliken_charge:R:1 method="wB97M-V/def2-TZVPD" charge=0 homo_lumo_gap_ev="6.80 / 6.89" max_force_ha_per_bohr=0.0658 e_above_lowest_kcal_mol=233.3
C 1.367 -3.524 0.556 -0.331
C 0.156 -3.200 -0.195 -0.431
C 2.301 -2.482 0.606 -0.530
C -0.144 -1.846 -0.625 -0.524
C 1.944 -1.184 0.383 -0.225
C 0.716 -0.821 -0.236 0.568
C 0.836 2.872 0.145 -0.568
C 0.172 0.604 -0.321 0.460
N -3.452 2.800 -0.293 0.982
N -1.124 0.744 -0.452 0.457
O -4.247 1.941 -0.606 -0.577
O -3.549 3.983 -0.086 -0.550
O -2.175 2.463 -0.106 -0.548
O -2.032 -0.014 -0.295 -0.414
O 1.063 1.571 -0.467 -0.332
H 1.646 -4.531 0.976 0.323
H -0.507 -3.932 -0.643 0.362
H 3.197 -2.622 1.286 0.271
H -1.124 -1.685 -1.067 0.483
H 2.630 -0.337 0.667 0.290
H -0.202 3.001 -0.154 0.378
H 1.619 3.527 -0.318 0.195
H 0.909 2.670 1.246 0.259